Below is 2 unconnected molecules or ions with the total composition C4H7NO at a distorted geometry, with properties calculated with ωB97M-V with the def2-TZVPD basis set.

Element x y z (Å)
1 H 0.69547 -2.07064 0.73609
2 N 0.17324 -1.55997 0.02222
3 C -0.82107 -0.96007 0.53904
4 C -1.75207 -0.13439 -0.29526
5 H -1.05168 -1.01109 1.61240
6 H -2.69712 -0.67152 -0.44052
7 H -1.30487 0.05654 -1.27455
8 H -1.98121 0.81516 0.19908
9 C 2.11982 0.82497 -0.51141
10 C 1.25006 1.53152 0.16866
11 O 0.45308 2.14435 0.76843
12 H 1.76457 -0.10437 -0.94553
13 H 3.15178 1.13951 -0.57865

Force components x, y, z for each atom (eV/Å):
H -0.053 0.021 -0.069
N -0.296 0.103 0.318
C 0.083 -0.085 -0.139
C 0.003 0.015 -0.063
H 0.050 -0.052 -0.129
H 0.108 0.077 0.054
H -0.088 -0.039 0.121
H 0.038 -0.139 -0.067
C -0.067 0.072 0.073
C -0.437 0.367 0.348
O 0.721 -0.545 -0.518
H 0.079 0.151 0.074
H -0.140 0.053 -0.004

Relative energy (zero: lowest compared OMol25 entry of this formula, charge and spin)   2.119 eV
Structure (SMILES)   [H]/N=C/C.C=C=O
Gap between HOMO and LUMO   10.09 eV

These are the Mulliken partial charges, in e, on atoms 1 to 4: H 0.223; N -0.530; C 0.011; C -0.946

***

Below is a single C3H3NO2 molecule, with properties calculated with ωB97M-V with the def2-TZVPD basis set.

Element x y z (Å)
1 O 1.90532 -1.11399 0.32287
2 C 0.82831 -0.58041 0.24309
3 N 0.51304 0.69274 -0.10038
4 C -0.85055 0.97209 -0.27978
5 C -1.82955 0.08697 -0.05613
6 O -0.37017 -1.20308 0.49708
7 H 1.25095 1.34355 -0.31274
8 H -1.13898 1.95455 -0.63703
9 H -0.30837 -2.15242 0.32302

Force components x, y, z for each atom (eV/Å):
O -0.388 0.256 -0.057
C 0.307 -0.116 -0.042
N 0.093 -0.049 0.042
C -0.287 -0.251 0.074
C 0.412 0.334 -0.141
O -0.015 -0.061 -0.127
H -0.102 -0.074 0.024
H -0.011 -0.054 0.066
H -0.009 0.015 0.162

Relative energy (zero: lowest compared OMol25 entry of this formula, charge and spin)   3.898 eV
Gap between HOMO and LUMO   9.43 eV

These are the Mulliken partial charges, in e, on atoms 1 to 4: O -0.552; C 0.522; N -0.054; C -0.163

***

Below is 2 unconnected molecules or ions with the total composition C20H27BrN2O4 at a distorted geometry, with properties calculated with ωB97M-V with the def2-TZVPD basis set.

Element x y z (Å)
1 O -3.38584 -3.39208 3.79002
2 C -2.72026 -2.41645 3.11127
3 O -3.39973 -1.11069 3.01074
4 C -1.23751 -2.71634 2.44778
5 C -1.37947 -3.55689 1.03519
6 N -0.55940 -2.83231 -0.04448
7 C -1.18900 -2.23776 -1.31789
8 C -0.26986 -1.43239 -2.45002
9 C 1.34339 -1.28208 -2.19351
10 C 2.41738 -0.49289 -3.14938
11 C 2.13993 1.14233 -3.35692
12 C 3.19365 2.02229 -4.25770
13 N 4.41620 1.32489 -4.89094
14 C 5.36051 2.21335 -5.66978
15 C 6.83347 2.43590 -4.98563
16 C 6.85016 2.42328 -3.34651
17 Br 8.12966 0.99702 -2.67719
18 C 4.69812 -0.15628 -4.77404
19 C 3.71577 -1.18086 -3.88943
20 C 1.97493 -1.95876 -0.80034
21 C 0.94751 -2.72976 0.23541
22 H -2.71822 -0.38294 3.11708
23 H -0.53111 -3.25157 3.23414
24 H -0.78589 -1.64468 2.18341
25 H -0.90821 -4.65169 1.09095
26 H -2.50844 -3.68403 0.74191
27 H -2.36055 -2.31194 -1.50856
28 H -0.72535 -0.94991 -3.42941
29 H 1.18360 1.62418 -2.84376
30 H 2.97224 3.17570 -4.37548
31 H 5.55637 1.71866 -6.73848
32 H 4.91732 3.28869 -5.90469
33 H 7.56825 1.58391 -5.36611
34 H 7.31021 3.48008 -5.31366
35 H 5.81806 2.21179 -2.83726
36 H 7.19856 3.49609 -2.95573
37 H 5.65948 -0.56186 -5.33065
38 H 3.94988 -2.33458 -3.79312
39 H 3.10655 -1.89174 -0.50092
40 H 1.36532 -3.18353 1.23621
41 O -5.82085 3.97528 6.30464
42 C -5.88239 2.78481 5.99931
43 O -5.09521 2.28661 5.02258
44 C -4.94421 0.88632 4.72970
45 C -6.03136 0.41104 3.78579
46 C -6.89729 1.88521 6.64145
47 H -4.89536 0.29499 5.64809
48 H -3.97108 0.77567 4.23914
49 H -7.02475 0.51410 4.23148
50 H -5.87886 -0.63935 3.52000
51 H -6.03180 1.01030 2.86941
52 H -7.84417 1.97213 6.10674
53 H -7.03938 2.20706 7.68005
54 H -6.59099 0.84166 6.68907

Force components x, y, z for each atom (eV/Å):
O 4.716 6.594 -5.072
C -4.170 -4.275 4.077
O 3.402 -2.629 0.136
C -0.316 1.396 0.055
C -0.193 -0.998 0.718
N 2.327 2.086 -3.172
C 3.685 0.996 -0.198
C 2.293 -1.356 3.337
C -1.179 -1.943 2.712
C 1.503 2.125 -1.931
C 3.454 -1.766 -1.925
C -0.963 -4.477 1.786
N -2.873 -1.680 2.058
C 1.649 1.078 -1.993
C 0.928 -0.325 0.455
C -0.478 1.377 0.027
Br -1.089 1.152 -0.468
C -3.013 0.721 2.054
C -1.090 4.542 -0.074
C -4.735 -0.602 -0.356
C -0.223 2.206 -3.694
H -0.910 -1.143 -0.370
H -1.815 1.068 -1.658
H -0.817 -2.373 0.569
H -1.110 2.501 0.077
H 2.354 0.489 0.258
H 2.828 -0.063 0.803
H 0.783 -1.296 2.401
H 2.413 -0.984 -1.308
H 1.005 -2.648 -0.053
H -0.646 0.978 2.417
H 0.358 -2.577 0.845
H -1.634 1.879 0.814
H -1.351 -2.404 0.411
H 1.992 0.243 -1.113
H -0.546 -2.674 -0.758
H -2.215 1.081 1.279
H -0.446 2.751 -0.338
H -2.488 -0.122 -0.744
H -1.190 0.890 -2.219
O 0.273 -2.475 -0.995
C -0.411 2.154 0.805
O 0.652 0.183 -0.149
C -0.397 0.095 0.010
C -0.246 -0.071 -0.070
C 0.149 -0.311 0.712
H -0.084 0.077 -0.058
H -0.207 0.440 0.268
H 0.164 -0.064 0.015
H -0.030 0.167 0.074
H 0.090 -0.070 0.121
H 0.052 -0.028 0.027
H -0.078 0.124 -0.395
H -0.125 -0.038 -0.207

Gap between HOMO and LUMO   4.20 eV
Charge   +2

These are the Mulliken partial charges, in e, on atoms 1 to 4: O -0.473; C 0.231; O -0.377; C -0.290

***

Below is 2 unconnected molecules or ions with the total composition C6H14NO2 at a distorted geometry, with properties calculated with ωB97M-V with the def2-TZVPD basis set.

Element x y z (Å)
1 C -0.32671 -2.34903 0.40290
2 O -1.64021 -2.35869 0.40686
3 C 0.47810 -1.64047 -1.09130
4 C 1.40844 -0.46722 -0.69309
5 C 0.79503 0.41051 0.21458
6 C 0.94110 1.74077 0.34029
7 N 0.14808 2.51314 1.24535
8 C -0.60755 1.95796 2.23398
9 H 0.24797 -3.28860 0.79099
10 H -0.12199 -1.49939 1.19754
11 H 0.82611 -2.64005 -1.41468
12 H -0.30275 -1.14887 -1.65672
13 H 1.86980 -0.06418 -1.56690
14 H 2.26213 -1.07457 -0.32761
15 H 0.15425 -0.07677 1.04851
16 H 1.56965 2.48120 -0.19873
17 H 0.45814 3.36673 1.56598
18 H -0.10259 0.87096 2.43750
19 H -0.75028 2.41799 3.24533
20 H -1.69421 1.76123 1.95149
21 H -0.57400 1.03622 -2.34338
22 H -1.19407 -0.40692 -2.20959
23 O -0.83670 0.20343 -2.86703

Force components x, y, z for each atom (eV/Å):
C 0.028 3.029 1.194
O -0.213 -1.164 -1.176
C -1.772 -1.257 2.998
C 2.152 -4.679 -1.596
C -1.495 2.503 3.235
C -0.540 0.995 0.423
N 0.543 0.232 -1.575
C -2.257 -5.242 2.531
H -0.399 0.756 -1.053
H 1.099 -1.723 -0.570
H 0.485 1.167 -0.724
H 0.549 -1.924 0.472
H -0.004 1.013 -0.824
H 0.057 0.687 0.873
H 0.989 0.920 -2.062
H -0.185 -1.141 -0.183
H 1.514 2.047 -0.205
H -1.614 2.248 0.225
H 0.953 0.408 -0.993
H 1.166 -0.167 -0.028
H -0.679 -2.092 -0.976
H -0.505 0.565 -0.182
O 0.128 2.818 0.195

Relative energy (zero: lowest compared OMol25 entry of this formula, charge and spin)   5.834 eV
Gap between HOMO and LUMO   5.47 eV
Charge   -1

These are the Mulliken partial charges, in e, on atoms 1 to 4: C 0.024; O -0.851; C -0.309; C -0.796

***

Below is 3 unconnected molecules or ions with the total composition C4H14NO3 at a distorted geometry, with properties calculated with ωB97M-V with the def2-TZVPD basis set.

Element x y z (Å)
1 C -0.78678 0.31520 0.56725
2 N 0.16032 1.32767 1.08171
3 C 0.67476 2.12642 0.01266
4 O 1.39421 1.45905 -1.01035
5 C -1.25237 -0.58859 1.74803
6 C -0.08083 -1.40358 2.30316
7 H -0.54008 -0.36683 -0.23308
8 H -1.66373 0.93414 0.34319
9 H 0.97723 0.84603 1.41783
10 H 1.45024 2.80091 0.39256
11 H -0.09233 2.75701 -0.43775
12 H -1.68713 0.08202 2.49806
13 H -2.13471 -1.11941 1.38438
14 H 0.49725 -0.77370 2.99325
15 H 0.69300 -1.53338 1.54055
16 H -0.47957 -2.32067 2.71568
17 H -0.17173 -1.47542 -2.29340
18 H -1.75171 -1.24513 -2.79751
19 O -1.22355 -1.81065 -2.23207
20 H 0.90435 0.72202 -1.40244
21 H 1.85000 -1.34480 -1.97444
22 O 1.01374 -0.87697 -1.98627

Force components x, y, z for each atom (eV/Å):
C -1.652 0.367 2.190
N 0.136 -0.757 -0.774
C 1.374 0.704 -1.040
O 0.048 1.252 0.866
C 0.055 1.392 -0.712
C -0.069 1.014 -0.398
H 0.683 0.296 -0.612
H -0.049 -0.304 -0.650
H 0.331 -0.319 0.377
H -0.308 0.165 0.422
H -0.550 -0.076 0.120
H 0.301 -0.053 0.282
H 0.441 -0.721 -0.058
H -0.549 -0.399 0.597
H -0.479 -0.769 -0.369
H 0.616 -0.304 0.344
H -0.574 -0.058 0.521
H 0.078 0.097 -0.102
O 0.245 -0.197 -0.181
H 0.130 -1.275 -0.454
H -0.032 -0.008 -0.055
O -0.177 -0.048 -0.315

Relative energy (zero: lowest compared OMol25 entry of this formula, charge and spin)   1.031 eV
Gap between HOMO and LUMO   8.36 eV
Charge   -1

These are the Mulliken partial charges, in e, on atoms 1 to 4: C -0.690; N -0.349; C -0.440; O -0.495

***

Below is a molecular structure, C23H49F3N6O9V at a distorted geometry, with properties calculated with ωB97M-V with the def2-TZVPD basis set.

Element x y z (Å)
1 O 2.96354 15.36770 9.52181
2 V 1.73073 14.52128 9.20966
3 C -0.05490 16.05643 7.32188
4 O 0.45353 16.79104 8.42798
5 O 0.48722 14.80448 7.44341
6 C -1.63742 16.21682 7.20483
7 F -2.09826 17.47235 7.03478
8 F -2.17390 15.60212 6.16328
9 F -2.28078 15.66571 8.30363
10 C 0.41241 18.24574 8.40952
11 C 0.29720 18.79319 9.82630
12 H -0.72923 18.74570 10.18901
13 H 0.98343 18.22415 10.45490
14 H 0.64486 19.82179 9.92526
15 H -0.44730 18.59840 7.84165
16 H 1.27606 18.73106 7.95036
17 H 0.41053 16.57364 6.47497
18 C 6.22626 16.61408 10.19099
19 C 6.50768 16.88943 11.72000
20 C 7.87951 17.69349 11.78528
21 C 7.80132 19.19865 11.56909
22 C 6.64026 19.77816 12.40427
23 C 5.29340 19.02762 12.29069
24 N 5.46569 17.58106 12.49862
25 O 4.21359 16.92446 12.64817
26 C 4.46933 19.83735 13.35365
27 C 4.66053 19.40355 10.94441
28 C 6.77089 15.53567 12.34716
29 H 6.69786 17.32920 9.51567
30 H 5.17422 16.46104 9.97834
31 H 6.75326 15.69203 9.94043
32 H 8.35453 17.53654 12.75667
33 H 8.54138 17.28927 11.01924
34 H 7.60114 19.31786 10.49833
35 H 8.73660 19.74487 11.68742
36 H 6.45889 20.84908 12.32590
37 H 7.14399 19.70001 13.37374
38 H 4.40584 20.89983 13.12665
39 H 3.43880 19.47856 13.33046
40 H 4.90730 19.74127 14.34679
41 H 4.14892 20.36451 10.90801
42 H 5.33732 19.32237 10.09295
43 H 3.85338 18.70336 10.71107
44 H 7.61308 14.97104 11.94746
45 H 5.90964 14.88691 12.18894
46 H 6.97962 15.72911 13.40067
47 O 2.64657 13.62134 11.39857
48 C 2.94970 12.89279 12.35831
49 N 2.28306 11.73310 12.42450
50 C 3.93442 13.28602 13.42706
51 H 2.06230 11.40486 13.35325
52 H 1.69856 11.41928 11.66792
53 H 3.54090 13.08218 14.42302
54 H 4.19002 14.33548 13.29774
55 H 4.80472 12.64358 13.28615
56 O 0.63041 12.59333 9.38037
57 C -0.39430 11.91333 9.47319
58 N -0.41775 10.59571 9.63213
59 C -1.69518 12.70938 9.39167
60 H -1.29736 10.15348 9.84393
61 H 0.34266 10.01097 9.32359
62 H -2.59572 12.13967 9.62566
63 H -1.74392 13.11350 8.38167
64 H -1.66157 13.49921 10.13960
65 O 3.28540 13.14222 8.32291
66 C 3.85087 12.21240 7.73618
67 N 3.43289 10.96206 7.82121
68 C 5.16734 12.53843 7.06381
69 H 3.92548 10.13757 7.52276
70 H 2.75052 10.88364 8.56272
71 H 5.63758 13.37413 7.57500
72 H 4.94493 12.86493 6.04658
73 H 5.76745 11.63072 7.01049
74 O 0.26898 15.18032 10.72148
75 C -0.17025 15.74379 11.72141
76 N -1.48739 15.81944 11.98154
77 C 0.75736 16.45328 12.69289
78 H -2.12267 15.76816 11.19987
79 H -1.73636 15.97997 12.94218
80 H 1.58930 15.79492 12.93778
81 H 0.22227 16.72402 13.60431
82 H 1.11315 17.40063 12.29251
83 O 3.66039 16.07129 7.06796
84 C 4.20004 16.67111 6.14887
85 N 4.31784 16.05725 4.96012
86 C 4.74512 18.07200 6.34461
87 H 3.85182 15.16643 5.05652
88 H 5.01727 16.33723 4.29432
89 H 4.61950 18.68068 5.44781
90 H 5.69314 18.26946 6.83990
91 H 4.00155 18.51184 7.01379

Force components x, y, z for each atom (eV/Å):
O -0.487 0.743 0.011
V -0.743 -0.474 -0.527
C 1.728 0.456 -0.206
O -0.498 1.323 1.009
O -0.450 0.291 1.554
C -0.510 -0.945 0.568
F 0.687 0.238 0.907
F 0.513 -1.120 -0.685
F 0.669 0.739 -0.373
C -0.509 0.325 -0.004
C 0.323 -0.455 0.078
H 0.078 -0.182 0.197
H -0.207 -0.121 0.116
H -0.144 0.100 -0.390
H 0.048 -0.176 -0.061
H 0.419 -0.727 -0.240
H -0.644 -0.055 -0.754
C 0.124 0.076 0.561
C 1.915 -0.038 -1.409
C -0.248 0.180 0.731
C -1.607 0.246 -1.796
C 2.057 -0.824 0.208
C 0.615 3.157 0.548
N -4.619 -1.042 -0.143
O 4.508 1.840 -0.492
C -0.644 -1.673 0.074
C -0.654 -1.219 -0.909
C -0.341 -0.181 0.708
H -0.435 0.462 0.161
H -0.165 0.122 -0.102
H -0.138 -0.166 0.147
H -0.088 -0.321 0.103
H -0.046 -0.331 0.125
H -0.178 0.227 -0.135
H 0.073 -0.270 0.523
H 0.076 -0.054 -0.630
H -0.988 -0.197 0.711
H 0.396 -0.109 -0.355
H -0.022 -0.104 0.392
H -0.178 -0.186 0.058
H 0.505 0.249 0.371
H 0.172 0.146 0.112
H 0.003 -0.235 0.134
H 0.206 0.533 -0.300
H -0.109 0.108 0.343
H -0.248 -0.477 0.172
O 1.206 0.065 0.442
C -1.649 1.697 -1.937
N 0.147 -1.511 1.669
C -0.293 -0.418 -0.419
H 0.204 -0.516 -0.212
H -0.132 0.526 -0.010
H -0.028 0.064 0.013
H -0.025 -0.056 0.092
H 0.170 0.150 0.106
O 0.951 -1.117 0.002
C -0.940 2.664 -0.104
N -0.131 -0.732 0.020
C -0.087 -0.978 0.703
H 0.049 -0.059 -0.302
H 0.086 0.094 0.265
H 0.059 -0.247 -0.287
H -0.003 0.182 0.109
H 0.298 0.221 -0.317
O -0.907 -0.368 -0.321
C 1.547 2.239 0.586
N -0.994 -0.749 0.666
C -0.741 -0.640 -0.577
H 0.190 0.272 -0.084
H -0.216 -0.418 -0.297
H 0.016 -0.210 0.124
H 0.094 -0.012 -0.066
H 0.345 0.259 -0.021
O -0.087 -0.255 -0.821
C 1.088 0.693 0.136
N 0.605 -0.103 -0.150
C -0.526 -0.633 0.486
H -0.304 -0.331 0.334
H -0.572 0.402 -0.331
H 0.170 0.226 -0.140
H 0.022 -0.134 0.088
H 0.126 -0.256 -0.316
O -0.162 0.450 -0.201
C 0.934 -0.020 1.409
N -0.223 0.235 0.070
C -1.520 0.898 -0.055
H 0.465 -0.277 -0.941
H -0.273 -0.330 -0.235
H 0.530 -0.160 -0.210
H 0.218 -0.697 -0.289
H 0.078 0.007 0.211

⟨S²⟩   2.027
Relative energy (zero: lowest compared OMol25 entry of this formula, charge and spin)   0.000 eV
Gap between HOMO and LUMO (alpha / beta)   8.65 / 8.98 eV
Charge   +1
2S+1   3

These are the Mulliken partial charges, in e, on atoms 1 to 4: O -0.169; V 1.962; C 0.421; O -0.018

***

Below is a single C3H6N6 molecule at a distorted geometry, with properties calculated with ωB97M-V with the def2-TZVPD basis set.

Element x y z (Å)
1 H 1.44716 -1.07595 -2.19629
2 N 1.38845 -1.13336 -1.22256
3 C 0.40426 -0.34189 -1.00964
4 N -0.21569 0.64824 -1.84272
5 N -1.08415 1.52960 -0.96832
6 C -0.84092 1.15255 0.35478
7 N -1.20795 1.60945 1.45235
8 H -1.07809 1.16651 2.29932
9 N -0.23219 -0.13464 0.29989
10 N 0.31667 -0.47212 1.55499
11 C 0.87552 -1.55543 1.71334
12 H -0.73704 0.34758 -2.63766
13 H -1.11003 2.55577 -1.35953
14 H 0.94697 -1.97646 2.76862
15 H 1.12702 -2.31985 0.79343

Force components x, y, z for each atom (eV/Å):
H 1.245 -0.172 -2.252
N -2.287 0.644 1.189
C -0.704 0.904 2.567
N 0.126 1.035 1.972
N 0.717 0.883 -2.124
C -0.198 -1.617 1.082
N -1.482 3.738 -2.696
H 0.814 -1.503 1.360
N 2.523 -0.038 -1.583
N -1.966 1.713 -0.839
C 1.281 -5.243 -1.145
H -0.430 -0.486 -0.289
H 0.412 -2.788 1.688
H 0.585 1.013 -1.344
H -0.636 1.917 2.414

Relative energy (zero: lowest compared OMol25 entry of this formula, charge and spin)   5.525 eV
Structure (SMILES)   [H]/N=c1\[nH][nH]/c(=N/[H])n1N=C
Gap between HOMO and LUMO   9.98 eV

These are the Mulliken partial charges, in e, on atoms 1 to 4: H 0.252; N -0.612; C 0.411; N -0.309

***

Calculated values (eV) of DFT total energy for the records, taken in order: -7797.52563; -8741.23329; -102356.96216; -12029.58749; -12007.86508; -85849.74552; -12145.16841.